(1)
C38H34FN7O3S5Sr as an isolated structure. Source: the Open Molecules 2025 dataset; level of theory: ωB97M-V/def2-TZVPD.

Atoms and positions in Å:
Sr1 2.636 -0.081 -1.523
S1 -0.833 -4.004 1.250
S2 -3.385 -2.529 1.094
S3 -1.192 -2.306 -0.982
S4 1.511 -2.886 -2.205
S5 1.827 -5.037 0.488
F1 -4.315 -0.243 -3.142
O1 0.386 0.764 -2.099
O2 2.140 4.059 0.021
O3 2.593 2.349 -1.370
N1 3.187 -0.415 0.873
N2 6.044 -0.957 -1.846
N3 4.314 -0.622 -3.486
N4 -1.740 2.928 0.535
N5 5.141 -0.788 -0.979
N6 -5.509 0.106 -0.596
N7 -6.355 -1.287 1.225
C1 0.469 -3.999 0.106
C2 6.183 -1.116 -5.480
C3 -4.316 0.748 -0.978
C4 5.589 -0.886 -3.175
C5 5.478 -0.895 0.351
C6 -1.687 1.548 -1.414
C7 -5.909 -1.161 -1.178
C8 -0.221 1.635 -1.453
C9 -0.421 3.200 0.338
C10 6.052 -1.159 3.051
C11 4.777 -0.855 2.679
C12 -0.254 0.003 2.077
C13 4.417 -0.685 1.302
C14 -2.403 3.409 1.717
C15 -3.542 4.376 1.560
C16 -3.695 1.607 -0.087
C17 -2.221 4.840 2.104
C18 3.070 -3.810 0.956
C19 6.791 -1.191 0.779
C20 -6.618 0.819 -0.011
C21 -6.585 -1.998 -0.067
C22 1.845 3.078 -0.655
C23 -2.394 2.069 -0.326
C24 2.150 0.020 1.690
C25 -7.052 0.034 1.254
C26 -0.117 0.978 3.056
C27 3.970 -0.618 -4.774
C28 7.090 -1.318 2.103
C29 0.364 2.657 -0.624
C30 -3.657 0.441 -2.174
C31 4.858 -0.859 -5.807
C32 -2.347 0.765 -2.361
C33 0.346 -3.169 -0.973
C34 0.865 -0.469 1.410
C35 6.554 -1.131 -4.152
C36 1.150 1.491 3.331
C37 2.267 1.028 2.658
C38 -1.866 -2.927 0.462
H1 0.035 3.900 1.026
H2 7.567 -1.333 -3.835
H3 -2.140 5.059 3.158
H4 1.268 2.272 4.073
H5 3.301 -3.169 0.109
H6 -3.791 4.674 0.551
H7 -2.464 2.678 2.515
H8 0.773 -1.250 0.666
H9 8.096 -1.548 2.426
H10 -5.331 -1.122 1.261
H11 -1.800 0.395 -3.216
H12 6.915 -1.306 -6.254
H13 -6.751 0.537 2.172
H14 -0.979 1.328 3.610
H15 -1.609 5.456 1.461
H16 -4.380 4.286 2.238
H17 6.273 -1.291 4.105
H18 -6.618 -1.865 2.020
H19 -1.233 -0.408 1.848
H20 -6.599 -1.031 -2.018
H21 -7.661 -2.102 -0.195
H22 -7.457 0.909 -0.712
H23 -4.182 1.837 0.850
H24 3.236 1.468 2.850
H25 -5.025 -1.690 -1.521
H26 -6.124 -2.979 0.021
H27 7.549 -1.322 0.019
H28 2.730 -3.211 1.799
H29 4.515 -0.842 -6.831
H30 -6.311 1.822 0.273
H31 2.926 -0.412 -4.987
H32 3.958 -4.371 1.245
H33 -8.122 -0.160 1.289
H34 4.005 -0.758 3.430

Its highest occupied orbital energy is -6.260 eV. As for the spin multiplicity: 1.

(2)
An isolated molecule of C5H10N2. Source: the Open Molecules 2025 dataset; level of theory: ωB97M-V/def2-TZVPD.

Atoms and positions in Å:
N1 -0.204 0.039 -0.925
N2 1.658 0.503 1.832
C1 -1.482 0.105 -1.276
C2 -2.476 -0.605 -0.437
C3 0.374 -0.741 0.004
C4 1.653 -0.378 0.637
C5 2.197 1.001 0.573
H1 0.429 0.667 -1.413
H2 -0.217 -1.558 0.394
H3 3.273 1.155 0.565
H4 2.378 -1.184 0.745
H5 -1.736 0.735 -2.117
H6 -2.205 -0.464 0.626
H7 -3.482 -0.210 -0.601
H8 1.643 1.773 0.040
H9 -2.513 -1.695 -0.596
H10 0.709 0.857 1.947

Its highest occupied orbital energy is -6.593 eV. As for the spin multiplicity: 1.

(3)
C39H51Cl5FN4OSSi2V as an isolated structure at a distorted geometry. Source: the Open Molecules 2025 dataset; level of theory: ωB97M-V/def2-TZVPD.

Atoms and positions in Å:
V1 0.153 -0.575 0.807
Cl1 4.927 -3.810 2.305
Cl2 1.057 -2.437 -2.339
Cl3 5.712 -4.428 -0.657
Cl4 3.863 -3.490 -2.944
Cl5 2.172 -2.613 2.955
S1 0.829 1.311 -0.943
Si1 2.616 0.914 2.341
Si2 -2.393 1.814 1.371
F1 -1.046 -1.837 -0.581
O1 -0.734 -1.717 2.375
N1 -1.825 0.338 0.616
N2 1.597 0.481 -3.338
N3 0.980 0.279 2.282
N4 -0.658 0.687 -3.095
C1 -2.780 -0.418 0.032
C2 0.448 0.833 4.641
C3 -1.698 -2.771 2.272
C4 -3.014 -2.526 2.644
C5 -0.845 -0.755 5.898
C6 -3.497 -4.769 2.036
C7 0.558 0.796 -2.533
C8 3.489 0.496 3.917
C9 -1.225 -3.995 1.858
C10 2.129 -2.612 -0.982
C11 -2.156 -4.995 1.717
C12 -1.990 2.778 -3.079
C13 -2.426 -1.600 -0.660
C14 3.882 1.801 -4.783
C15 3.937 1.361 -3.314
C16 -1.843 2.983 -4.590
C17 -3.940 -3.529 2.516
C18 3.726 0.277 1.001
C19 -3.404 2.948 0.235
C20 -0.406 2.949 -5.133
C21 -1.060 -1.533 4.777
C22 2.588 -2.784 1.304
C23 1.721 -2.271 0.320
C24 -1.004 2.927 1.931
C25 4.054 0.671 -5.749
C26 -5.039 -1.051 -0.616
C27 -0.141 0.431 5.816
C28 -4.605 -2.213 -1.250
C29 -3.593 1.485 2.813
C30 3.369 -3.185 -1.314
C31 3.824 -3.386 1.037
C32 2.999 0.219 -2.953
C33 -0.531 -1.101 3.587
C34 -3.248 -2.520 -1.274
C35 4.221 -3.603 -0.285
C36 -1.858 1.358 -2.560
C37 2.587 2.735 2.169
C38 0.284 0.044 3.513
C39 -4.159 -0.213 0.052
H1 3.252 -0.688 -3.473
H2 -5.331 -2.835 -1.744
H3 -4.442 0.836 2.548
H4 0.294 3.403 -4.458
H5 -1.658 -2.440 4.774
H6 1.065 1.697 4.533
H7 4.953 0.115 -5.587
H8 0.007 1.034 6.704
H9 -6.077 -0.813 -0.572
H10 2.038 3.261 2.945
H11 -0.176 -4.090 1.619
H12 2.906 0.080 4.771
H13 -4.965 -3.356 2.847
H14 -0.351 2.610 2.737
H15 4.970 1.022 -3.113
H16 -0.353 3.468 -6.101
H17 4.702 2.537 -4.953
H18 3.990 -0.776 1.054
H19 -2.829 -3.371 -1.773
H20 2.884 2.243 -4.954
H21 -3.997 3.642 0.815
H22 4.084 1.004 -6.787
H23 3.988 1.370 4.296
H24 -2.755 3.558 -0.393
H25 -1.244 3.386 -2.543
H26 -0.311 3.156 1.096
H27 -3.211 -1.581 3.110
H28 -2.704 0.737 -2.873
H29 3.643 3.048 2.160
H30 0.000 1.972 -5.347
H31 3.720 2.213 -2.664
H32 -2.982 3.145 -2.785
H33 -1.743 1.311 -1.446
H34 -4.591 0.629 0.562
H35 -1.841 -5.918 1.271
H36 4.269 -0.215 3.682
H37 3.042 -0.014 -1.909
H38 4.636 0.844 1.189
H39 -0.702 0.397 -4.054
H40 1.337 0.230 -4.289
H41 3.227 0.000 -5.670
H42 -1.288 -1.057 6.829
H43 -4.073 2.420 -0.440
H44 -4.217 -5.571 1.921
H45 -2.465 2.256 -5.092
H46 -3.153 1.058 3.719
H47 3.418 0.509 -0.007
H48 2.178 3.025 1.214
H49 -2.256 3.978 -4.816
H50 -3.989 2.462 3.075
H51 -1.504 3.890 2.206

Its expectation value of S² is 2.0302. Its highest occupied orbital energy (spin up / spin down) is -7.233 / -7.296 eV. As for the spin multiplicity: 3.

(4)
An isolated molecule of H13NSi6 at a distorted geometry. Source: the Open Molecules 2025 dataset; level of theory: ωB97M-V/def2-TZVPD.

Atoms and positions in Å:
Si1 1.943 1.033 0.387
Si2 -1.832 -0.586 -0.310
Si3 2.255 -1.043 -0.628
Si4 -1.752 1.626 0.491
Si5 1.363 -2.690 0.678
Si6 0.224 2.590 -0.317
N1 -3.127 -1.742 -0.345
H1 -3.574 -2.141 -1.230
H2 2.082 -3.995 0.384
H3 3.185 1.867 0.348
H4 1.796 1.197 1.900
H5 -3.747 -2.105 0.484
H6 -1.747 1.574 1.974
H7 -1.305 -0.761 -1.771
H8 1.306 -2.624 2.077
H9 3.601 -0.684 -0.961
H10 1.758 -0.993 -1.992
H11 0.339 3.839 0.388
H12 0.200 3.093 -1.862
H13 -2.968 2.547 0.306

Its highest occupied orbital energy (spin up / spin down) is -8.035 / -7.100 eV. As for the spin multiplicity: 1.

(5)
A 2-piece molecular cluster, C4H10O overall at a distorted geometry. Source: the Open Molecules 2025 dataset; level of theory: ωB97M-V/def2-TZVPD.

Atoms and positions in Å:
O1 0.072 -0.428 0.755
C1 0.953 -1.433 -1.466
C2 -0.360 -1.673 -1.477
C3 -0.323 1.686 1.756
C4 -0.177 0.946 0.446
H1 -1.162 1.270 2.339
H2 1.645 -2.091 -0.929
H3 -1.052 -1.015 -2.014
H4 0.659 1.368 -0.144
H5 0.169 -0.917 -0.089
H6 -1.099 1.046 -0.158
H7 1.375 -0.571 -1.994
H8 -0.783 -2.535 -0.949
H9 0.600 1.592 2.353
H10 -0.518 2.756 1.574

Its highest occupied orbital energy is -9.731 eV. As for the spin multiplicity: 1. The SMILES is C=C.CCO.